Record 1
H3N4O2 | ωB97M-V/def2-TZVPD

XYZ file:
```
9
Properties=species:S:1:pos:R:3:nbo_charge:R:1
N -2.204 -1.056 0.095 0.0610
N -0.349 -0.253 -1.048 0.0046
N 0.172 -1.001 -1.972 -0.6155
N -1.057 -0.620 -0.117 -0.0128
O -1.146 0.469 1.672 -1.0140
O -2.742 -1.328 1.261 -0.6089
H 0.917 -0.555 -2.511 0.3019
H -1.454 0.848 2.493 0.4249
H -1.763 -0.395 1.718 0.4588
```

For the gap between HOMO and LUMO, the calculation gives 7.63 eV. The calculation puts the maximum force at 4.4 eV Å⁻¹. Its HOMO energy is -3.03 eV. The molar mass is 91.05 u. The charge is -1. The value obtained for the LUMO energy is 4.60 eV. Its energy above the lowest of the compared OMol25 structures with the same formula, charge and spin is 34.7 kcal per mole. Its spin multiplicity is 1.

***

Record 2
C26H22BrN3O2RuS | ωB97M-V/def2-TZVPD

XYZ file:
```
56
Properties=species:S:1:pos:R:3:mulliken_spin:R:1
Ru -0.238 -0.259 -0.291 0.7076
O -3.612 0.198 0.961 -0.0005
C -4.345 1.060 0.204 -0.0016
C -5.586 1.456 0.685 -0.0008
C -6.395 2.286 -0.074 0.0005
C -5.977 2.734 -1.319 -0.0001
C -4.725 2.368 -1.782 -0.0001
C -3.892 1.553 -1.025 0.0062
C -2.487 1.275 -1.516 0.0053
O -2.000 -0.021 -1.324 0.0482
N -1.597 2.239 -0.855 -0.0009
N -0.358 1.846 -0.642 -0.0185
C 0.536 2.604 -0.125 0.0146
C 1.916 2.194 -0.047 0.0014
Br 2.271 0.444 -0.792 0.0419
C 2.919 2.942 0.402 -0.0099
C 4.343 2.595 0.501 -0.0025
C 4.785 1.400 1.069 0.0007
C 6.138 1.105 1.111 -0.0015
C 7.062 1.983 0.562 0.0012
C 6.634 3.190 0.024 0.0000
C 5.286 3.506 0.022 0.0019
H -2.954 -0.200 0.372 -0.0025
H -5.900 1.083 1.652 -0.0001
H -7.371 2.566 0.304 0.0000
H -6.618 3.368 -1.918 0.0000
H -4.382 2.724 -2.748 0.0001
H -2.470 1.507 -2.590 -0.0015
H -1.917 3.160 -0.593 -0.0001
H 0.279 3.592 0.251 -0.0004
H 2.652 3.965 0.663 0.0001
H 4.071 0.727 1.529 0.0018
H 6.475 0.189 1.579 -0.0001
H 8.117 1.741 0.574 0.0000
H 7.353 3.886 -0.386 0.0000
H 4.950 4.453 -0.388 0.0000
C -0.176 -2.212 -2.762 0.0060
C -0.163 -3.034 -1.511 0.0004
C -0.191 -4.441 -1.558 -0.0068
C -0.182 -5.165 -0.401 0.0083
C -0.152 -4.505 0.844 -0.0071
C -0.147 -5.177 2.087 0.0468
C -0.107 -4.463 3.251 -0.0212
C -0.082 -3.056 3.225 0.0495
C -0.103 -2.381 2.028 -0.0369
S -0.127 -0.638 1.988 0.1595
C -0.124 -3.099 0.824 0.0179
N -0.127 -2.398 -0.344 -0.0132
H -0.223 -2.840 -3.648 0.0007
H 0.726 -1.598 -2.819 0.0010
H -1.040 -1.547 -2.758 0.0004
H -0.208 -4.932 -2.520 0.0003
H -0.196 -6.248 -0.425 0.0001
H -0.181 -6.259 2.099 0.0014
H -0.102 -4.973 4.205 -0.0006
H -0.059 -2.493 4.150 0.0027
```

For the gap between HOMO and LUMO (alpha / beta), the calculation gives 6.29 / 6.17 eV. The calculation puts the maximum force at 2.0 eV Å⁻¹. Its HOMO energy (alpha / beta) is -10.71 / -10.72 eV. The molar mass is 621.52 u. The charge is +1. Its expectation value of S² is 0.766. The value obtained for the LUMO energy (alpha / beta) is -4.42 / -4.55 eV. Its spin multiplicity is 2.

***

Record 3
C3H6O2 | ωB97M-V/def2-TZVPD

XYZ file:
```
11
Properties=species:S:1:pos:R:3:nbo_charge:R:1
O 0.012 0.442 1.612 -0.7338
C 1.005 -0.073 0.687 -0.1273
C 0.349 -0.129 -0.706 0.0170
C -1.109 -0.350 -0.730 -0.1182
O -0.551 0.957 -0.885 -0.5105
H -0.327 1.181 1.071 0.4719
H 1.640 0.745 1.024 0.2205
H 1.318 -1.103 0.948 0.1892
H 0.901 -0.420 -1.607 0.1979
H -1.625 -0.535 0.211 0.2060
H -1.611 -0.715 -1.626 0.1874
```

For the gap between HOMO and LUMO, the calculation gives 11.12 eV. The structure (SMILES) is OC[C@H]1CO1. The calculation puts the maximum force at 2.8 eV Å⁻¹. Its HOMO energy is -10.05 eV. The molar mass is 74.08 u. The value obtained for the LUMO energy is 1.07 eV. Its energy above the lowest of the compared OMol25 structures with the same formula, charge and spin is 64.6 kcal per mole. Its spin multiplicity is 1.

***

Record 4
C3H10NO2S | ωB97M-V/def2-TZVPD

XYZ file:
```
17
Properties=species:S:1:pos:R:3:nbo_charge:R:1
C -0.578 0.852 -0.619 -0.0125
O 0.401 1.458 -1.301 -0.9574
C -0.339 -0.681 -0.354 -0.1301
C -1.157 -1.123 0.824 -0.4454
S -1.709 -2.936 0.693 -0.1616
N 1.100 -0.844 -0.108 -0.8792
H -0.752 1.285 0.400 0.0649
H -1.587 0.960 -1.084 0.0952
H -0.567 -1.225 -1.281 0.1589
H -2.077 -0.553 0.980 0.2037
H -0.560 -1.180 1.715 0.2218
H -0.765 -3.214 -0.207 0.1172
H 1.469 0.067 -0.439 0.3970
H 1.473 -1.492 -0.793 0.3321
H 2.365 2.616 0.008 0.4841
H 1.162 2.992 0.703 0.4830
O 2.120 3.018 0.863 -0.9718
```

For the gap between HOMO and LUMO, the calculation gives 6.54 eV. The calculation puts the maximum force at 1.8 eV Å⁻¹. Its HOMO energy is -3.35 eV. The molar mass is 124.18 u. The charge is -1. The value obtained for the LUMO energy is 3.20 eV. Its energy above the lowest of the compared OMol25 structures with the same formula, charge and spin is 11.3 kcal per mole. Its spin multiplicity is 1.